# 1
Here is a 3-piece molecular cluster, C23H44NO10PS2 overall in a non-equilibrium geometry from the Open Molecules 2025 dataset. Energies are from ωB97M-V with the def2-TZVPD basis set.

Cartesian coordinates (Å):
C  5.395  0.712  3.316
C  4.966  1.272  1.972
C  5.726  0.638  0.657
O  7.085  0.650  0.689
O  5.067  0.032  -0.511
C  4.998  -1.440  -0.250
C  3.762  -2.180  -1.064
C  2.559  -2.680  -0.062
C  2.072  -1.384  0.843
C  1.569  -0.116  -0.124
C  0.713  0.882  0.856
C  0.105  2.219  0.129
P  -0.717  3.156  1.624
N  0.539  4.304  2.244
O  -1.076  2.065  2.932
O  1.049  3.276  -0.347
C  0.083  4.228  -0.990
O  0.240  5.556  -1.177
O  -1.110  3.453  -1.470
C  -1.197  2.075  -0.884
C  -1.157  0.973  -2.097
C  0.268  1.326  -3.110
C  1.037  -0.088  -3.759
O  0.123  0.970  -4.625
O  -2.296  1.880  0.097
C  -3.605  1.781  -0.568
C  -4.110  0.227  -0.431
C  -5.774  0.098  -0.325
C  -6.189  -0.669  1.102
H  4.864  0.987  4.334
H  6.351  0.003  3.347
H  4.156  2.147  1.928
H  6.026  -1.972  -0.526
H  4.885  -1.548  0.917
H  4.125  -3.153  -1.652
H  3.287  -1.471  -1.888
H  1.666  -3.079  -0.744
H  2.854  -3.588  0.628
H  1.105  -1.753  1.433
H  2.873  -1.040  1.637
H  0.948  -0.609  -0.991
H  2.491  0.427  -0.655
H  1.478  1.275  1.684
H  -0.134  0.208  1.358
H  0.670  4.002  3.254
H  0.146  5.293  2.282
H  -0.874  2.501  3.812
H  -2.047  1.078  -2.870
H  -1.039  -0.140  -1.754
H  1.004  2.280  -2.762
H  0.413  -0.909  -3.204
H  2.091  0.328  -3.461
H  -3.635  2.223  -1.651
H  -4.369  2.436  0.073
H  -3.653  -0.511  -1.226
H  -3.717  -0.159  0.628
H  -6.289  1.154  -0.421
H  -6.182  -0.620  -1.183
H  -6.364  0.117  1.956
H  -7.139  -1.328  0.911
H  -5.331  -1.391  1.480
C  6.979  -4.676  3.211
S  7.267  -4.010  1.554
O  5.930  -3.867  0.887
C  8.050  -5.499  0.888
H  6.457  -3.920  3.803
H  6.363  -5.576  3.151
H  7.936  -4.906  3.684
H  7.368  -6.349  0.971
H  8.972  -5.702  1.436
H  8.286  -5.326  -0.165
C  -10.594  1.982  -1.747
S  -9.403  0.724  -1.226
O  -8.511  1.348  -0.194
C  -8.484  0.680  -2.784
H  -11.257  2.201  -0.907
H  -10.070  2.895  -2.041
H  -11.184  1.602  -2.584
H  -8.090  1.673  -3.014
H  -9.143  0.342  -3.587
H  -7.655  -0.023  -2.678

LUMO energy in eV: 0.0
Multiplicity: 1
HOMO energy in eV: -7.6
Frontier orbital gap in eV: 7.65


# 2
Here is C23H45BN2O7PtS3 as an isolated structure in a non-equilibrium geometry from the Open Molecules 2025 dataset. Energies are from ωB97M-V with the def2-TZVPD basis set.

Cartesian coordinates (Å):
Pt  1.568  -0.192  0.195
B  -0.346  1.000  -0.674
H  -0.446  0.550  0.440
H  0.641  1.718  -0.654
H  -0.217  0.092  -1.458
H  -1.196  1.756  -1.052
C  1.554  -0.986  4.549
C  0.648  -0.817  3.341
C  -0.476  0.182  3.590
O  1.318  -0.637  2.148
H  0.908  -1.210  5.402
H  2.032  -0.022  4.760
H  2.311  -1.765  4.499
H  0.115  -1.795  3.257
H  -0.127  1.205  3.743
H  -1.050  -0.122  4.468
H  -1.160  0.157  2.740
C  0.808  3.091  2.123
C  1.026  4.099  0.988
C  2.483  4.100  0.525
S  3.262  2.814  1.510
O  4.622  3.148  1.835
O  3.106  1.542  0.812
C  2.116  2.925  2.886
H  0.567  2.114  1.706
H  -0.043  3.308  2.768
H  0.711  5.100  1.301
H  0.277  3.911  0.218
H  3.000  4.974  0.926
H  2.710  3.959  -0.525
H  2.321  3.792  3.515
H  2.294  2.012  3.452
C  -0.757  -5.115  1.075
C  0.509  -5.217  1.950
C  1.387  -4.042  1.628
S  1.213  -3.767  -0.127
O  2.299  -4.330  -0.877
O  0.824  -2.389  -0.369
C  -0.320  -4.727  -0.318
H  -1.362  -4.305  1.495
H  -1.317  -6.040  1.182
H  0.998  -6.182  1.774
H  0.270  -5.303  3.011
H  2.442  -4.111  1.890
H  1.043  -3.110  2.084
H  -0.021  -5.602  -0.901
H  -0.968  -4.116  -0.943
C  1.691  1.582  -5.175
C  1.476  0.075  -5.422
C  2.277  -0.752  -4.439
S  2.883  0.352  -3.154
O  4.269  0.684  -3.319
O  2.378  -0.106  -1.884
C  2.022  1.831  -3.710
H  0.920  2.284  -5.484
H  2.563  1.889  -5.767
H  1.604  -0.187  -6.469
H  0.399  -0.041  -5.254
H  3.145  -1.261  -4.858
H  1.714  -1.537  -3.935
H  2.696  2.658  -3.505
H  1.148  1.950  -3.064
N  -3.110  2.285  0.835
C  -3.186  3.473  0.170
C  -4.509  3.788  0.008
C  -5.264  2.750  0.600
C  -4.372  1.824  1.090
H  -2.300  1.699  0.970
H  -2.299  4.015  -0.110
H  -4.829  4.720  -0.426
H  -6.313  2.509  0.530
H  -4.541  0.805  1.396
N  -2.744  -0.854  -1.445
C  -3.021  -1.728  -0.430
C  -3.608  -2.841  -0.972
C  -3.652  -2.664  -2.391
C  -3.122  -1.423  -2.624
H  -2.200  -0.011  -1.302
H  -2.766  -1.521  0.596
H  -3.821  -3.705  -0.360
H  -4.181  -3.322  -3.059
H  -2.926  -0.864  -3.525

LUMO energy (alpha / beta) in eV: 0.4 / -1.0
Multiplicity: 3
HOMO energy (alpha / beta) in eV: -7.9 / -7.9
Frontier orbital gap (alpha / beta) in eV: 8.29 / 6.90


# 3
Here is a 5-piece molecular cluster, C23H45BrN4O6P2 overall in a non-equilibrium geometry from the Open Molecules 2025 dataset. Energies are from ωB97M-V with the def2-TZVPD basis set.

Cartesian coordinates (Å):
C  -1.780  -2.598  -4.489
C  -0.158  -2.830  -4.397
O  0.116  -3.430  -3.055
C  1.333  -2.786  -2.503
C  1.924  -3.548  -1.176
C  0.816  -3.878  -0.013
C  -0.271  -2.684  0.272
C  0.236  -1.552  1.370
O  1.459  -0.834  0.971
P  1.306  0.873  1.279
O  0.239  1.527  0.264
O  0.545  1.038  2.877
O  2.804  1.749  1.379
P  3.837  1.480  0.007
O  4.318  3.115  -0.494
Br  2.750  0.615  -1.785
H  -2.312  -3.588  -4.162
H  -2.106  -1.726  -3.771
H  -2.162  -2.328  -5.566
H  0.229  -3.557  -5.246
H  0.421  -1.814  -4.501
H  2.158  -2.697  -3.351
H  0.982  -1.708  -2.137
H  2.862  -2.946  -0.809
H  2.332  -4.604  -1.556
H  1.401  -4.066  1.003
H  0.189  -4.872  -0.210
H  -1.213  -3.211  0.783
H  -0.692  -2.156  -0.689
H  -0.676  -0.789  1.472
H  0.348  -2.071  2.435
H  1.005  0.333  3.456
H  3.523  3.534  -0.981
C  8.615  4.393  -4.194
C  7.613  5.177  -3.352
C  7.262  4.476  -2.038
C  6.637  3.121  -2.329
N  6.119  1.998  -2.571
H  8.213  3.421  -4.498
H  8.857  4.944  -5.108
H  9.545  4.224  -3.640
H  6.703  5.338  -3.942
H  8.032  6.165  -3.130
H  6.553  5.083  -1.466
H  8.160  4.335  -1.426
C  -4.865  -4.910  -1.377
C  -5.440  -3.595  -0.859
C  -6.594  -3.072  -1.717
C  -6.107  -2.820  -3.135
N  -5.703  -2.611  -4.311
H  -4.436  -4.798  -2.377
H  -4.064  -5.260  -0.718
H  -5.637  -5.687  -1.417
H  -4.637  -2.848  -0.820
H  -5.794  -3.742  0.167
H  -6.980  -2.137  -1.298
H  -7.415  -3.797  -1.741
C  -3.122  3.006  -0.742
C  -4.124  3.791  0.100
C  -4.475  3.090  1.414
C  -5.100  1.735  1.122
N  -5.618  0.611  0.880
H  -3.524  2.034  -1.047
H  -2.880  3.558  -1.656
H  -2.192  2.838  -0.189
H  -5.034  3.951  -0.491
H  -3.705  4.779  0.321
H  -5.184  3.697  1.986
H  -3.577  2.948  2.026
C  -0.381  0.504  8.606
C  0.359  1.285  7.525
C  -0.290  1.151  6.145
C  -0.293  -0.308  5.719
N  -0.297  -1.519  5.366
H  -0.377  -0.572  8.403
H  0.100  0.652  9.578
H  -1.422  0.836  8.687
H  1.398  0.936  7.483
H  0.386  2.343  7.806
H  0.269  1.739  5.409
H  -1.320  1.523  6.166

SMILES: CCOCCCCCO[P@@](=O)(O)OP(O)Br.CCCC#N.CCCC#N.CCCC#N.CCCC#N
LUMO energy in eV: 0.0
Multiplicity: 1
HOMO energy in eV: -9.3
Frontier orbital gap in eV: 9.37


no.,electronic energy (Eh)
1,-2846.978691
2,-2878.044441
3,-4830.392323